DFT (ωB97M-V/def2-TZVPD) results for a 9-piece molecular cluster, C58H118N8O3 overall.

Values from the calculation:
gap between HOMO and LUMO	6.9166	eV
SMILES string	O=C1c2ccccc2C(=O)c2ccccc21.CCN(CC)CC.CCN(CC)CC.CCN(CC)CC.CCN(CC)CC.CCN(CC)CC.CCN(CC)CC.CCN(CC)CC.CC(N)=O
LUMO	-1.1	eV
calculated total energy	-80116.6319	eV

Each line ends with the Löwdin charge.
CARTESIAN COORDINATES (ANGSTROEM)
C 3.736 2.446 2.009  -0.0775
C 4.856 2.754 3.036  -0.2382
N 5.429 1.578 3.709  -0.1545
C 6.120 0.662 2.757  -0.2412
C 7.254 1.360 1.974  -0.0947
C 4.549 0.787 4.638  -0.2500
C 4.225 1.642 5.808  -0.1145
H 4.074 1.758 1.234  0.0611
H 3.272 3.331 1.573  0.0684
H 2.923 1.963 2.552  0.0340
H 5.537 3.543 2.715  0.1107
H 4.323 3.294 3.819  0.0786
H 6.535 -0.190 3.294  0.1052
H 5.444 0.249 2.008  0.0994
H 6.765 2.058 1.295  0.0578
H 8.116 1.837 2.441  0.0705
H 7.828 0.686 1.338  0.0638
H 5.140 0.005 5.115  0.1107
H 3.647 0.331 4.230  0.1112
H 3.779 1.117 6.653  0.0776
H 3.559 2.410 5.413  0.0440
H 5.083 2.179 6.212  0.0844
C -0.597 1.697 -5.269  -0.0900
C -0.257 2.767 -4.265  -0.2806
N -0.060 4.187 -4.581  -0.1563
C 1.210 4.481 -5.282  -0.2573
C 1.236 5.761 -6.069  -0.0992
C -0.373 5.117 -3.454  -0.2365
C 0.532 5.038 -2.242  -0.0847
H 0.271 1.518 -5.904  0.0638
H -1.423 1.893 -5.954  0.0700
H -0.891 0.764 -4.790  0.0675
H -0.912 2.749 -3.394  0.1011
H 0.590 2.307 -3.755  0.1029
H 2.014 4.375 -4.554  0.1065
H 1.424 3.664 -5.972  0.1076
H 0.336 5.904 -6.666  0.0798
H 1.547 6.661 -5.539  0.0677
H 2.012 5.731 -6.834  0.0654
H -1.391 5.052 -3.069  0.0997
H -0.379 6.159 -3.775  0.1070
H 1.484 5.471 -2.547  0.0674
H 0.714 4.012 -1.921  0.0564
H 0.195 5.721 -1.462  0.0634
C -0.476 0.245 7.760  -0.0892
C -1.432 0.467 6.587  -0.3041
N -0.738 0.635 5.365  -0.2031
C -1.598 0.341 4.228  -0.2145
C -2.559 1.416 3.548  -0.0610
C 0.036 1.887 5.329  -0.2146
C 0.658 2.073 3.967  -0.0898
H 0.052 1.183 7.933  0.0598
H 0.246 -0.526 7.490  0.0776
H -1.065 -0.140 8.592  0.0711
H -1.946 -0.491 6.513  0.1113
H -2.106 1.281 6.857  0.1160
H -0.951 -0.155 3.505  0.0961
H -2.282 -0.450 4.539  0.0984
H -3.333 1.876 4.163  0.0619
H -2.132 2.213 2.940  0.0384
H -3.179 0.938 2.789  0.0510
H 0.857 1.817 6.042  0.0980
H -0.626 2.693 5.647  0.1199
H 1.026 1.191 3.443  0.0768
H 1.656 2.505 4.046  0.0389
H 0.081 2.751 3.337  0.0588
C 3.056 9.838 1.906  -0.0900
C 2.644 8.446 1.429  -0.2578
N 1.453 7.916 2.184  -0.1392
C 0.915 6.807 1.333  -0.2526
C -0.345 6.148 1.968  -0.0729
C 1.959 7.479 3.580  -0.2253
C 2.938 6.338 3.766  -0.1032
H 4.141 9.811 1.999  0.0687
H 2.676 10.145 2.881  0.0615
H 2.755 10.658 1.253  0.0677
H 2.390 8.632 0.385  0.1053
H 3.370 7.633 1.463  0.0945
H 1.669 6.048 1.126  0.0907
H 0.689 7.145 0.322  0.0937
H -0.990 5.585 1.294  0.0344
H -0.940 6.891 2.499  0.0742
H -0.137 5.481 2.805  0.0491
H 2.435 8.351 4.028  0.0927
H 1.131 7.198 4.231  0.1027
H 3.821 6.401 3.130  0.0632
H 3.278 6.312 4.801  0.0799
H 2.416 5.414 3.517  0.0544
C -5.671 -4.099 -1.689  -0.0971
C -5.704 -4.062 -3.222  -0.2465
N -4.628 -4.906 -3.751  -0.2053
C -4.963 -6.327 -3.514  -0.2285
C -3.835 -7.033 -2.789  -0.0929
C -4.084 -4.603 -5.042  -0.2374
C -4.104 -3.091 -5.541  -0.0647
H -6.290 -3.313 -1.256  0.0710
H -4.660 -3.878 -1.347  0.0511
H -6.124 -4.940 -1.165  0.0661
H -6.724 -4.343 -3.482  0.1110
H -5.573 -3.018 -3.506  0.1011
H -5.841 -6.357 -2.868  0.1022
H -5.081 -6.823 -4.478  0.1108
H -3.127 -7.467 -3.495  0.0707
H -3.364 -6.462 -1.989  0.0550
H -4.242 -7.844 -2.185  0.0667
H -4.711 -5.063 -5.806  0.0945
H -3.151 -5.165 -5.092  0.1082
H -3.501 -2.404 -4.947  0.0578
H -5.102 -2.655 -5.552  0.0621
H -3.700 -3.108 -6.553  0.0662
C 1.778 -7.077 -3.998  -0.0957
C 3.324 -6.984 -4.065  -0.2441
N 3.874 -5.695 -3.606  -0.1592
C 5.374 -5.842 -3.547  -0.2311
C 5.762 -6.617 -2.250  -0.0986
C 3.512 -4.730 -4.606  -0.2781
C 4.082 -3.310 -4.309  -0.0736
H 1.379 -7.404 -3.038  0.0671
H 1.438 -7.961 -4.538  0.0693
H 1.227 -6.224 -4.392  0.0529
H 3.612 -7.715 -3.309  0.0997
H 3.674 -7.320 -5.041  0.1146
H 5.920 -6.303 -4.370  0.1135
H 5.856 -4.893 -3.311  0.0940
H 6.764 -6.516 -1.834  0.0651
H 5.213 -6.082 -1.475  0.0708
H 5.507 -7.677 -2.234  0.0565
H 2.424 -4.670 -4.641  0.0916
H 3.822 -5.008 -5.613  0.1156
H 3.566 -2.651 -5.008  0.0701
H 5.171 -3.341 -4.346  0.0546
H 3.865 -2.836 -3.352  0.0628
C -5.206 -6.297 3.776  -0.0777
C -5.019 -5.378 2.527  -0.2398
N -3.617 -4.799 2.716  -0.1477
C -2.712 -5.786 2.014  -0.2415
C -1.212 -5.549 2.380  -0.0715
C -3.679 -3.531 1.903  -0.2402
C -2.384 -2.720 1.558  -0.0586
H -6.138 -6.842 3.620  0.0630
H -5.332 -5.696 4.676  0.0684
H -4.347 -6.947 3.939  0.0602
H -5.015 -5.883 1.561  0.0943
H -5.774 -4.614 2.340  0.1029
H -3.058 -6.727 2.442  0.0833
H -2.886 -5.914 0.946  0.1009
H -0.494 -5.490 1.562  0.0604
H -1.133 -4.595 2.901  0.0559
H -0.908 -6.400 2.990  0.0648
H -4.304 -2.858 2.490  0.1028
H -4.319 -3.675 1.033  0.0812
H -1.734 -3.354 0.955  0.0539
H -1.820 -2.522 2.470  0.0608
H -2.678 -1.763 1.127  0.0680
O -2.921 5.591 -0.437  0.0122
C -4.071 5.264 -0.640  -0.6370
N -4.513 4.083 -0.368  0.1973
C -4.889 6.335 -1.333  0.0041
H -3.991 3.292 -0.018  0.0987
H -5.446 3.880 -0.697  0.1158
H -4.231 6.661 -2.139  0.0872
H -5.029 7.217 -0.709  0.0867
H -5.866 5.969 -1.650  0.0717
C -1.023 2.668 0.031  -0.0696
C 0.334 2.540 0.366  -0.0473
C 1.034 1.306 0.169  0.0141
C 0.313 0.232 -0.353  -0.0619
C -1.072 0.359 -0.698  -0.0657
C -1.723 1.594 -0.501  -0.0131
C -1.825 -0.779 -1.398  -0.2245
O -3.033 -0.728 -1.802  0.0395
C -1.095 -2.095 -1.551  -0.0832
C -1.752 -3.213 -2.099  -0.0299
C -1.097 -4.342 -2.291  -0.0870
C 0.268 -4.428 -2.192  -0.0564
C 0.987 -3.427 -1.587  0.0200
C 0.274 -2.243 -1.239  -0.0625
C 1.042 -1.112 -0.592  -0.2430
O 2.205 -1.317 -0.254  0.0857
H -1.493 3.627 0.192  0.0742
H 0.871 3.466 0.508  0.0901
H 2.110 1.209 0.185  0.0971
H -2.796 1.699 -0.557  0.0964
H -2.798 -3.274 -2.362  0.0987
H -1.655 -5.112 -2.803  0.0956
H 0.645 -5.414 -2.421  0.0798
H 2.052 -3.606 -1.578  0.1140

DFT (ωB97M-V/def2-TZVPD) results for one molecule with the formula C16H16N2O4S.

Values from the calculation:
gap between HOMO and LUMO	9.2472	eV
SMILES string	NC(=O)c1ccccc1NC(=O)CS(=O)(=O)Cc1ccccc1
energy above the lowest of the compared OMol25 structures with the same formula, charge and spin	0.00	kcal per mole
LUMO	0.5	eV
calculated total energy	-38858.2094	eV

Each line ends with the Löwdin charge.
CARTESIAN COORDINATES (ANGSTROEM)
N 0.398 3.160 0.569  0.1814
C 1.071 2.397 -0.325  -0.5176
O 1.125 2.669 -1.504  0.0716
C 1.800 1.228 0.266  -0.1039
C 3.157 1.118 -0.013  -0.0194
C 3.900 0.062 0.479  -0.0793
C 3.278 -0.905 1.251  -0.0706
C 1.924 -0.828 1.517  -0.0097
C 1.168 0.231 1.022  -0.1677
N -0.214 0.323 1.238  0.1486
C -1.045 -0.635 1.712  -0.5098
O -0.726 -1.724 2.135  0.0746
C -2.503 -0.193 1.741  -0.0990
H -2.666 0.510 2.558  0.1216
H -3.150 -1.054 1.883  0.1161
S -3.098 0.707 0.266  0.6982
O -4.472 1.049 0.502  -0.3091
O -2.185 1.807 0.044  -0.3279
C -3.028 -0.453 -1.145  -0.1570
C -1.628 -0.898 -1.369  -0.2870
C -0.725 -0.053 -2.006  -0.0400
C 0.591 -0.439 -2.180  -0.0679
C 1.019 -1.673 -1.717  -0.0720
C 0.126 -2.521 -1.086  -0.0658
C -1.192 -2.137 -0.912  -0.0534
H -1.884 -2.805 -0.420  0.1202
H 0.454 -3.482 -0.720  0.1109
H 2.049 -1.970 -1.845  0.1089
H 1.280 0.234 -2.665  0.1102
H -1.049 0.916 -2.352  0.1201
H -3.430 0.119 -1.978  0.1193
H -3.706 -1.261 -0.882  0.1117
H -0.674 1.118 0.790  0.0771
H 1.441 -1.595 2.097  0.1031
H 3.847 -1.734 1.643  0.1058
H 4.955 -0.007 0.260  0.1021
H 3.617 1.880 -0.624  0.1221
H 0.358 2.935 1.547  0.1133
H -0.184 3.904 0.222  0.1201

DFT (ωB97M-V/def2-TZVPD) results for C28H46Al2BrCaCl5FIN4O2 as an isolated structure.

Values from the calculation:
gap between HOMO and LUMO	1.4613	eV
LUMO	-8.7	eV
net charge	+2
calculated total energy	-214901.9049	eV

Each line ends with the Löwdin charge.
CARTESIAN COORDINATES (ANGSTROEM)
C -4.160 1.513 2.493  -0.2209
C -4.193 -0.126 2.389  -0.3495
Al -2.388 -1.000 1.959  -0.1930
I -0.905 -0.835 4.098  0.2719
C -2.673 -3.012 1.475  -0.1934
C -3.058 -3.042 -0.152  -0.3940
C -1.725 -3.416 -1.079  -0.0746
O -4.159 -4.008 -0.288  -0.1958
C -4.797 -3.948 -1.613  -0.1588
C -5.764 -2.583 -1.630  -0.0530
C -5.733 -1.619 -2.958  0.1130
C -6.670 -0.254 -2.907  0.0126
C -7.533 0.033 -1.522  0.0341
C -7.565 -0.963 -0.206  0.0806
C -6.637 -2.320 -0.260  0.1429
C -1.354 -0.147 0.407  -0.4916
Cl 0.527 -0.318 0.457  0.3126
C -1.927 0.576 -0.761  -0.5770
C -1.006 1.199 -2.009  -0.2069
Cl -3.758 0.831 -0.896  0.6179
H -4.668 1.793 3.524  0.0817
H -4.798 1.971 1.623  0.0482
H -3.063 1.952 2.489  0.0690
H -5.031 -0.494 1.631  0.0342
H -4.536 -0.552 3.449  0.0753
H -3.598 -3.411 2.090  0.0856
H -1.711 -3.655 1.671  0.0591
H -3.332 -1.937 -0.424  0.0777
H -1.809 -4.470 -1.581  0.0968
H -1.638 -2.572 -1.915  0.0877
H -0.798 -3.281 -0.369  0.0504
H -5.561 -4.853 -1.764  0.1580
H -4.057 -3.990 -2.520  0.1308
H -5.055 -1.927 -3.882  0.1426
H -6.653 0.460 -3.844  0.0956
H -8.167 1.026 -1.489  0.0813
H -8.200 -0.770 0.770  0.1357
H -6.560 -3.096 0.622  0.1587
H -0.745 2.335 -1.834  -0.0095
H -1.647 1.139 -3.013  0.0992
H -0.030 0.563 -2.193  0.0429
Ca 2.682 -0.307 0.860  1.0731
F -9.048 -2.181 0.775  -0.3014
C 10.218 0.466 5.360  -0.0614
C 8.907 0.817 6.040  -0.1545
N 7.734 0.342 5.295  -0.0343
C 6.579 -0.176 5.863  0.0392
C 5.731 -0.484 4.834  0.0179
N 6.386 -0.138 3.665  -0.0968
C 7.587 0.381 3.961  0.0099
C 5.877 -0.295 2.309  -0.0042
H 10.298 0.951 4.382  0.0750
H 11.065 0.797 5.967  0.1003
H 10.299 -0.615 5.207  0.0945
H 8.811 1.901 6.155  0.1413
H 8.887 0.367 7.039  0.1380
H 6.506 -0.259 6.934  0.1484
H 4.743 -0.905 4.783  0.1361
H 8.307 0.755 3.242  0.1759
H 6.545 -0.960 1.756  0.1186
H 5.846 0.685 1.826  0.1064
H 4.871 -0.724 2.329  0.0306
C 3.146 -1.872 -3.844  -1.2485
Cl 3.671 -0.372 -4.618  0.4459
Cl 3.374 -1.797 -2.092  0.3810
H 2.086 -2.031 -4.058  -0.0656
H 3.732 -2.703 -4.244  -0.0182
C -9.297 4.613 -2.227  -0.0571
C -8.643 3.410 -2.888  -0.1567
N -8.100 2.413 -3.436  0.0953
H -10.074 5.020 -2.880  0.0867
H -9.749 4.316 -1.277  0.0816
H -8.549 5.388 -2.038  0.0838
Br 2.483 -2.074 -6.323  -0.0217
C 6.985 -2.094 -4.620  -0.0954
C 7.640 -3.296 -5.280  -0.2044
N 8.183 -4.293 -5.829  0.1008
H 6.208 -1.687 -5.272  0.0499
H 6.533 -2.391 -3.669  0.0516
H 7.734 -1.319 -4.431  0.0781
C 0.226 5.946 -0.958  -0.1024
C 1.078 5.173 0.028  -0.3205
O 1.513 3.955 -0.557  -0.3974
H -0.644 5.354 -1.261  0.0705
H -0.121 6.886 -0.521  0.0789
H 0.792 6.168 -1.868  0.0748
H 0.502 4.934 0.927  0.1097
H 1.957 5.753 0.326  0.1079
H 2.030 4.178 -1.349  -0.0839
Al 2.432 -3.870 -1.876  0.6412
Cl 1.173 3.079 -2.489  0.2033

DFT (ωB97M-V/def2-TZVPD) results for C27H31Br2N4O7S2W as an isolated structure.

Values from the calculation:
gap between HOMO and LUMO (spin up / spin down)	6.1716 / 6.4648	eV
energy above the lowest of the compared OMol25 structures with the same formula, charge and spin	19.89	kcal per mole
LUMO (spin up / spin down)	-9.8 / -9.5	eV
net charge	+3
multiplicity	3
calculated total energy	-212354.2332	eV

Each line ends with the Löwdin spin population.
CARTESIAN COORDINATES (ANGSTROEM)
W -0.878 1.035 1.275  1.6033
O -3.578 1.974 4.134  0.0051
C -3.333 1.251 3.095  0.0105
O -2.227 0.727 2.850  0.0286
C -4.525 1.013 2.205  0.0007
O -4.107 0.413 1.020  -0.0003
C -4.405 1.044 -0.208  -0.0018
C -3.146 1.440 -0.969  0.0060
O -3.156 1.867 -2.079  0.0289
O -1.994 1.252 -0.282  0.0607
H -2.850 1.979 4.782  0.0000
H -5.080 1.948 2.080  0.0003
H -5.173 0.330 2.770  0.0001
H -5.017 1.942 -0.087  -0.0002
H -4.964 0.355 -0.842  -0.0001
Br -0.775 7.666 2.853  0.0072
C -0.839 5.872 2.393  0.0132
C -1.667 5.426 1.369  -0.0029
C -1.676 4.081 1.071  0.0134
N -0.927 3.182 1.730  0.0058
C -0.106 3.614 2.715  0.0100
C -0.044 4.946 3.068  -0.0015
C 0.714 2.561 3.369  0.0024
C 1.585 2.825 4.403  0.0001
C 2.315 1.779 4.970  0.0002
Br 3.485 2.115 6.367  -0.0001
C 2.145 0.491 4.474  0.0010
C 1.261 0.300 3.437  0.0079
N 0.553 1.303 2.885  0.0152
H -2.289 6.110 0.808  -0.0002
H -2.290 3.705 0.264  0.0002
H 0.612 5.289 3.854  -0.0002
H 1.714 3.825 4.787  0.0000
H 2.685 -0.348 4.889  0.0002
H 1.095 -0.686 3.026  0.0010
C -0.370 -1.422 -5.330  0.0002
C -0.290 -0.860 -3.915  0.0008
C -0.897 -1.836 -2.922  0.0009
N -0.857 -1.330 -1.533  0.0111
C -0.385 -1.913 -0.466  0.0228
S -0.847 -1.389 1.147  0.0769
N 0.416 -2.996 -0.548  0.0066
C 1.497 -3.102 -1.511  0.0006
O 1.919 -2.076 -1.990  0.0007
C 1.981 -4.456 -1.760  0.0001
C 1.256 -5.586 -1.370  0.0001
C 1.750 -6.846 -1.651  0.0000
C 2.963 -6.980 -2.317  0.0001
C 3.684 -5.859 -2.712  0.0000
C 3.196 -4.596 -2.439  0.0001
H 0.035 -0.714 -6.050  0.0000
H -1.402 -1.630 -5.616  0.0000
H 0.200 -2.348 -5.417  0.0000
H -0.834 0.089 -3.858  0.0000
H 0.750 -0.672 -3.640  0.0001
H -0.412 -2.807 -2.963  0.0000
H -1.955 -1.994 -3.145  0.0002
H -1.421 -0.507 -1.359  0.0005
H 0.509 -3.551 0.293  0.0001
H 0.294 -5.493 -0.881  0.0000
H 1.190 -7.725 -1.361  0.0000
H 3.347 -7.968 -2.535  0.0000
H 4.624 -5.976 -3.234  0.0000
H 3.742 -3.713 -2.743  0.0000
C 2.955 0.283 -0.471  0.0022
S 1.435 0.929 -1.126  0.0108
C 2.015 2.419 -1.899  -0.0004
O 0.699 1.495 0.142  0.0501
H 3.558 -0.027 -1.326  0.0006
H 2.709 -0.597 0.119  -0.0001
H 3.460 1.049 0.115  0.0002
H 2.633 2.109 -2.745  -0.0003
H 2.591 3.013 -1.192  0.0001
H 1.145 2.958 -2.267  0.0001